[1]
{
  "formula": "C29H46IrP2Se",
  "method": "wB97M-V/def2-TZVPD",
  "elements": ["Ir", "C", "C", "C", "C", "C", "C", "H", "H", "H", "C", "H", "H", "H", "C", "H", "H", "H", "C", "H", "H", "H", "C", "H", "H", "H", "C", "C", "C", "C", "C", "C", "C", "C", "H", "H", "H", "H", "H", "H", "H", "H", "H", "H", "H", "H", "P", "C", "C", "P", "C", "C", "C", "H", "H", "H", "H", "H", "H", "H", "H", "H", "H", "H", "H", "H", "H", "Se", "C", "C", "C", "C", "C", "C", "H", "H", "H", "H", "H"],
  "xyz": [[1.7532, -0.7225, -1.7948], [-1.1482, -0.9153, 0.0905], [-0.8451, -1.9558, -0.7880], [1.1726, -1.1479, 0.1309], [0.0353, -0.3362, 0.5751], [0.6048, -2.1473, -0.8533], [-2.4816, -0.7136, 0.7349], [-3.3046, -0.9556, 0.0578], [-2.6276, 0.3001, 1.1199], [-2.5930, -1.3807, 1.6019], [0.0914, 0.6020, 1.7109], [-0.6599, 1.4033, 1.6001], [1.0853, 1.0716, 1.7864], [-0.1379, 0.0605, 2.6550], [2.2573, -1.5764, 1.0478], [1.9775, -2.5249, 1.5153], [2.4037, -0.8369, 1.8291], [3.1985, -1.7131, 0.5103], [1.2495, -3.4660, -1.0941], [1.3557, -3.9995, -0.1434], [2.2383, -3.2891, -1.5266], [0.6439, -4.0743, -1.7734], [-1.8202, -2.9788, -1.2270], [-2.0699, -3.6712, -0.3999], [-1.3962, -3.5910, -2.0388], [-2.7788, -2.5551, -1.5640], [-1.0413, 3.4721, -0.9171], [-1.9662, 2.5420, -0.6545], [-2.8326, 1.7949, -1.6341], [-2.1791, 1.2922, -2.9206], [-0.7098, 1.4565, -3.1399], [0.3551, 2.4656, -3.0994], [0.3775, 3.9571, -2.8673], [-0.9545, 4.2891, -2.2022], [-3.7161, 2.3859, -1.9061], [-2.7750, 1.5667, -3.7840], [-3.2805, 0.9290, -1.1075], [-1.7626, 4.0194, -2.8981], [-0.3767, 3.8186, -0.1239], [-2.1848, 2.3450, 0.3979], [-1.0420, 5.3728, -2.0288], [1.2222, 4.1859, -2.1722], [1.2468, 1.9928, -2.6547], [0.5903, 4.5656, -3.7896], [-2.2832, 0.1904, -2.9051], [-0.2899, 0.5284, -2.6953], [0.1486, 1.3660, -4.8155], [0.5482, 2.8436, -5.8063], [-1.2756, 0.6226, -5.7403], [2.1371, -1.0130, -3.8563], [1.6168, 0.3380, -4.9820], [1.3980, -2.5851, -4.5262], [3.9173, -1.1702, -4.2540], [1.5148, 3.2393, -5.4555], [-0.2208, 3.6196, -5.6743], [0.6437, 2.5657, -6.8692], [-1.1158, 0.5890, -6.8349], [-2.2034, 1.1955, -5.5625], [-1.4751, -0.4131, -5.4074], [4.1475, -0.7828, -5.2536], [4.2334, -2.2172, -4.2011], [4.4803, -0.5972, -3.5121], [2.4860, 1.0336, -4.9643], [1.5470, -0.1330, -5.9840], [2.1650, -3.3709, -4.4905], [1.0332, -2.4677, -5.5610], [0.5683, -2.8522, -3.8636], [3.6434, 0.5237, -1.0552], [3.2447, 1.6594, 0.4191], [3.5404, 1.3390, 1.7652], [3.1660, 2.2010, 2.8089], [2.5318, 3.4219, 2.5317], [2.3305, 3.7901, 1.1927], [2.6746, 2.9214, 0.1495], [4.0572, 0.3964, 1.9833], [3.3721, 1.9207, 3.8492], [2.2348, 4.1064, 3.3388], [1.9213, 4.7839, 0.9637], [2.4979, 3.2058, -0.8952]],
  "atomic_forces_ev_per_a": [[-0.7, 1.4, 1.3], [-0.2, 1.0, 1.1], [0.9, -1.9, -0.8], [-2.0, -0.5, 2.5], [1.1, -0.3, 0.2], [-2.0, 0.5, -0.4], [-0.1, 0.2, -0.2], [0.1, 0.0, 0.1], [0.2, -0.2, -0.1], [0.2, 0.0, -0.1], [0.0, 0.7, 0.4], [0.4, -0.3, 0.1], [-0.5, -0.2, 0.1], [0.2, 0.3, -0.4], [0.1, 0.1, 0.4], [0.1, 0.0, 0.1], [0.0, -0.2, 0.1], [0.0, -0.2, 0.2], [-0.1, -0.2, 0.2], [0.2, -0.1, -0.2], [0.2, -0.5, 0.0], [0.3, 0.1, 0.1], [-0.2, -0.4, -0.4], [0.1, 0.2, -0.2], [-0.3, 0.2, 0.2], [0.3, -0.1, 0.1], [-0.9, 0.9, -0.1], [0.3, 0.3, 0.3], [-0.8, 0.4, 0.6], [-0.8, -0.9, -0.6], [1.2, -1.3, 0.1], [1.9, 0.5, 1.7], [0.1, 0.4, -0.6], [0.2, -0.4, -0.2], [0.2, 0.1, 0.0], [-0.1, 0.5, 0.0], [0.4, 0.5, -0.3], [0.0, 0.1, 0.2], [-0.4, 0.0, 0.1], [0.5, -0.4, -0.2], [0.0, -0.4, 0.3], [-0.6, -0.2, -0.5], [-0.1, 0.1, -0.3], [-0.3, -0.5, 0.8], [-0.1, 0.4, -0.1], [0.3, 0.4, 0.0], [-1.8, 0.2, -0.9], [0.2, 0.1, -0.2], [0.0, -0.6, -0.9], [0.8, -1.3, -3.0], [0.6, -0.1, -0.6], [0.0, 0.5, -0.1], [0.0, 0.2, -0.3], [-0.4, -0.1, -0.2], [0.2, -0.3, -0.2], [-0.2, 0.1, 0.4], [0.1, 0.1, 0.5], [0.7, -0.1, -0.1], [0.2, 0.4, 0.0], [0.0, -0.2, 0.1], [-0.1, 0.2, 0.0], [0.0, 0.0, -0.2], [-0.6, -0.3, -0.2], [0.1, 0.5, 0.2], [-0.3, 0.2, 0.0], [0.2, -0.1, 0.4], [0.1, -0.1, -0.3], [1.2, 0.5, -0.1], [-0.4, 1.0, 1.0], [0.1, 0.0, -0.3], [0.0, 0.0, -0.2], [0.2, -0.1, -0.4], [0.1, 0.0, 0.0], [-0.2, -0.3, 0.1], [-0.2, 0.5, 0.0], [0.0, 0.1, -0.5], [0.2, -0.4, -0.4], [0.1, -0.5, 0.1], [0.1, -0.1, 0.5]],
  "multiplicity": 6,
  "total_charge": 2,
  "e_tot_ev": -117560.802,
  "e_above_lowest_kj_mol": 135.5,
  "gap_ha": [0.266, 0.190]
}

[2]
{
  "formula": "C28H28ClF8NO4S",
  "method": "wB97M-V/def2-TZVPD",
  "elements": ["C", "C", "C", "O", "O", "C", "C", "C", "C", "C", "C", "C", "C", "C", "C", "C", "C", "S", "C", "C", "C", "C", "C", "C", "C", "O", "Cl", "C", "N", "H", "H", "H", "H", "H", "H", "H", "H", "H", "H", "H", "H", "H", "H", "H", "H", "H", "H", "H", "H", "H", "H", "H", "H", "F", "C", "F", "C", "F", "F", "C", "O", "C", "F", "F", "C", "F", "F", "H", "H", "H", "H"],
  "xyz": [[-5.1111, -1.1710, -1.9140], [-4.7913, -1.8663, -3.1141], [-4.4813, -1.1460, -4.5079], [-5.3931, -0.4377, -5.0323], [-3.2376, -1.2352, -5.2018], [-2.3704, -0.1953, -4.6160], [-0.9153, -0.1668, -5.3419], [-0.0495, 1.1427, -4.9021], [-0.1837, 1.2659, -3.3075], [0.8993, 2.2274, -2.6116], [0.5520, 2.4629, -1.0328], [0.4553, 1.0582, -0.2808], [1.7097, 0.5894, 0.5422], [1.7629, -0.7872, 1.2997], [0.5314, -1.7694, 1.2474], [-0.7334, -1.2655, 0.4498], [-0.7611, 0.0980, -0.2784], [-2.1605, -2.4754, 0.4360], [-1.2530, -4.1020, 0.2547], [-1.8087, -5.2426, -0.6265], [-0.9557, -6.5605, -0.7547], [0.4142, -6.6615, 0.0103], [0.9459, -5.5049, 0.9384], [2.3646, -5.6903, 1.6945], [2.1442, -6.3942, 3.1467], [3.0369, -6.3905, 4.0176], [0.4952, -7.1755, 3.4752], [0.0946, -4.1842, 1.0710], [0.5507, -3.0772, 1.9271], [-5.3255, -1.7181, -0.9223], [-5.2241, -0.0242, -1.8782], [-4.8051, -3.0164, -3.0361], [-2.3033, -0.4360, -3.4981], [-2.8164, 0.8594, -4.7934], [-1.1595, -0.1174, -6.4739], [-0.3682, -1.1508, -5.1470], [1.0454, 1.0725, -5.2591], [-0.6044, 2.0370, -5.3737], [-1.2206, 1.6486, -2.9644], [0.0079, 0.2072, -2.8816], [1.0105, 3.2211, -3.1832], [1.9574, 1.7576, -2.6138], [-0.3468, 3.1514, -0.8798], [1.4592, 3.0133, -0.5684], [2.6493, 1.2510, 0.6032], [2.7191, -1.0374, 1.8793], [-1.6884, 0.4265, -0.8663], [-2.8052, -5.1593, -1.1998], [-1.3361, -7.4167, -1.4255], [1.0362, -7.6231, -0.1265], [3.1182, -6.2834, 1.0484], [2.8773, -4.6876, 1.9169], [1.4805, -3.2415, 2.3329], [2.0457, 6.3996, 2.7740], [2.6264, 5.4048, 2.0797], [2.3138, 5.6154, 0.7759], [2.1643, 4.0121, 2.5187], [0.8556, 3.8160, 2.2309], [2.8515, 3.0984, 1.7678], [2.4076, 3.6477, 4.0000], [1.3227, 3.8385, 4.9219], [1.1268, 5.1392, 5.4399], [2.2189, 5.8865, 5.1855], [1.0787, 5.0031, 6.7854], [-0.1776, 5.7868, 4.9541], [-0.2670, 5.7994, 3.6072], [-0.2550, 7.0776, 5.3620], [3.7123, 5.5054, 2.1804], [2.5741, 2.5661, 4.0167], [3.3388, 4.0754, 4.3813], [-1.0464, 5.2490, 5.3408]],
  "atomic_forces_ev_per_a": [[0.3, -0.7, -2.4], [-0.1, 0.9, 2.4], [-3.3, 2.4, -1.5], [3.7, -3.0, 2.2], [-1.0, 0.7, 2.0], [1.2, 0.7, 0.0], [-0.8, -0.1, -0.5], [-1.7, -0.4, 0.5], [1.2, 0.0, 0.4], [0.2, -0.2, 0.4], [0.9, -0.4, -0.2], [0.7, -3.0, 2.5], [-2.5, -2.3, 0.0], [-3.0, 1.1, -2.1], [0.3, 4.1, -1.6], [3.0, 0.8, 0.4], [2.6, -0.7, 1.2], [1.9, -0.3, -0.2], [1.8, -1.6, 0.1], [3.7, -0.8, 1.6], [1.4, 3.0, 2.3], [-2.2, 2.7, 0.1], [-2.3, 0.3, -2.0], [-1.5, 0.0, -0.1], [3.3, 0.4, 2.0], [-4.0, -0.1, -3.6], [1.6, 0.7, -0.3], [-0.5, -3.5, -2.0], [-0.6, 0.5, -2.6], [0.4, 0.8, -2.0], [0.4, -2.0, -0.2], [0.4, 2.0, -0.5], [0.1, 0.6, -1.5], [0.4, -1.8, 0.4], [0.5, -0.1, 1.8], [-0.7, 1.4, -0.1], [-1.8, 0.1, 0.6], [1.2, -1.2, 0.6], [1.5, -0.8, -0.8], [-0.6, 1.7, -0.5], [-0.4, -1.3, 1.0], [-1.7, 0.5, -0.2], [1.0, -1.2, -0.2], [-1.5, -0.9, -0.7], [-1.8, -1.2, -0.2], [-1.7, 0.2, -1.0], [1.4, -0.8, 1.1], [1.9, 0.1, 1.2], [0.8, 1.6, 1.3], [-1.1, 1.8, 0.4], [-1.4, 0.7, 1.2], [-0.8, -1.5, -0.3], [-0.7, 0.0, -0.3], [0.0, -0.2, 0.0], [0.4, 0.5, -0.6], [0.0, -0.4, 0.0], [-0.9, -0.3, 0.5], [0.2, 0.2, -0.1], [0.4, 0.5, 0.2], [0.2, -0.6, 0.5], [-0.1, 1.4, -0.5], [1.3, -1.3, 0.1], [-0.4, 0.3, 0.2], [-0.5, 0.1, -0.3], [-0.8, 0.3, -0.2], [0.1, -0.2, 0.2], [0.3, -0.2, 0.2], [0.0, -0.2, 0.1], [-0.2, 0.1, -0.1], [-0.2, 0.2, -0.2], [0.2, -0.1, 0.1]],
  "smiles": "C=CC(=O)OCCCCCCc1ccc2c(c1)Sc1cccc(CC(=O)Cl)c1N2.FC(F)C(F)(F)COC(F)(F)C(F)F",
  "e_tot_ev": -84256.067,
  "gap_ha": 0.289
}

[3]
{
  "formula": "C31H24Cl5I2N5O2PdS4",
  "method": "wB97M-V/def2-TZVPD",
  "elements": ["Pd", "Cl", "C", "C", "C", "Cl", "C", "Cl", "C", "Cl", "C", "Cl", "N", "C", "S", "N", "C", "C", "C", "C", "C", "C", "H", "H", "H", "H", "H", "H", "H", "H", "I", "C", "C", "N", "N", "C", "H", "H", "H", "N", "C", "O", "C", "I", "H", "H", "H", "H", "O", "C", "C", "C", "C", "C", "S", "C", "C", "C", "C", "S", "C", "C", "C", "C", "S", "H", "H", "H", "H", "H", "H", "H", "H", "H"],
  "xyz": [[1.5522, 1.4231, 0.8838], [2.3979, -1.3454, -1.9479], [3.4737, -0.1597, -1.2870], [3.0573, 0.7631, -0.3356], [4.0593, 1.6229, 0.0693], [3.4768, 2.7603, 1.3118], [5.3716, 1.6685, -0.3403], [6.4544, 2.8188, 0.2991], [5.7485, 0.7239, -1.2955], [7.3529, 0.6999, -1.8706], [4.7967, -0.1841, -1.7633], [5.2702, -1.3377, -2.9361], [-1.6194, 2.0099, -0.9228], [-0.8376, 0.9700, -1.0915], [-0.3484, 0.1012, 0.3984], [-0.3693, 0.5414, -2.2326], [-0.6638, 1.1205, -3.5181], [-1.9781, 1.2625, -3.9403], [-2.2232, 1.8128, -5.1901], [-1.1656, 2.1942, -6.0045], [0.1437, 2.0236, -5.5758], [0.4030, 1.4873, -4.3239], [-2.0223, 2.1832, 0.0089], [-1.8591, 2.5827, -1.7217], [0.3468, -0.1847, -2.1927], [-2.7984, 0.9150, -3.3234], [-3.2423, 1.9246, -5.5342], [-1.3625, 2.6151, -6.9809], [0.9668, 2.3086, -6.2166], [1.4204, 1.3498, -3.9766], [-1.1284, 4.5720, 5.6816], [-0.4965, 3.8733, 3.8545], [-0.4531, 4.6151, 2.6974], [0.0991, 3.8412, 1.7515], [0.4306, 2.6249, 2.2301], [0.0632, 2.6361, 3.5085], [-0.7605, 5.6277, 2.4955], [0.3242, 4.0972, 0.8046], [0.2449, 1.7794, 4.1385], [-2.8364, 0.4744, 3.1897], [-3.1132, 1.4544, 2.3289], [-2.2611, 1.9266, 1.5709], [-4.5147, 1.9882, 2.3452], [-4.5303, 3.6092, 3.7433], [-1.9334, 0.0265, 3.1849], [-3.5479, 0.0852, 3.7842], [-5.2567, 1.2697, 2.6814], [-4.7891, 2.3847, 1.3744], [-0.0265, -1.2871, -0.3116], [-0.0067, -2.5725, 0.5017], [-1.0486, -2.5266, 1.5848], [-2.4039, -2.5755, 1.4046], [-3.1127, -2.7131, 2.6226], [-2.2773, -2.7719, 3.7004], [-0.6363, -2.6581, 3.2517], [-0.3568, -3.6173, -0.5358], [-0.3419, -3.5264, -1.8964], [-0.7003, -4.7466, -2.5318], [-0.9789, -5.7302, -1.6377], [-0.8292, -5.1913, -0.0247], [1.3916, -2.7260, 1.0421], [2.0692, -1.8291, 1.8213], [3.3704, -2.2673, 2.1695], [3.6414, -3.4989, 1.6527], [2.3396, -4.1222, 0.7461], [-2.8673, -2.5809, 0.4265], [-4.1874, -2.8000, 2.6935], [-2.5438, -2.9086, 4.7374], [-0.0958, -2.6275, -2.4407], [-0.7475, -4.8808, -3.6022], [-1.2677, -6.7499, -1.8366], [1.6664, -0.8646, 2.1048], [4.0650, -1.7036, 2.7751], [4.5418, -4.0812, 1.7682]],
  "atomic_forces_ev_per_a": [[0.0, -0.3, -0.3], [0.0, 0.1, 0.0], [-0.2, -0.1, -0.1], [0.3, 0.1, 0.2], [-0.2, 0.1, 0.2], [0.0, 0.0, 0.0], [0.0, -0.1, -0.1], [0.0, 0.0, 0.0], [0.0, 0.0, 0.0], [0.0, 0.0, 0.0], [0.0, 0.0, 0.0], [0.0, 0.0, 0.0], [0.2, -0.1, -0.4], [-0.1, 0.2, 0.0], [0.4, 0.2, 0.3], [0.1, -0.1, -0.1], [0.0, 0.0, 0.0], [0.0, 0.0, 0.0], [0.0, 0.0, 0.0], [0.0, 0.0, 0.0], [0.0, 0.0, 0.0], [0.0, 0.0, 0.0], [-0.2, 0.1, 0.2], [0.0, 0.0, 0.0], [-0.1, 0.0, 0.0], [0.0, 0.0, 0.0], [0.0, 0.0, 0.0], [0.0, 0.0, 0.0], [0.0, 0.0, 0.0], [0.0, 0.0, 0.0], [0.1, -0.1, 0.1], [0.0, 0.0, 0.0], [0.0, 0.0, -0.1], [0.0, 0.0, 0.0], [-0.1, 0.2, -0.1], [0.2, -0.2, 0.1], [0.0, 0.0, 0.0], [0.0, 0.0, 0.0], [0.0, 0.0, 0.0], [0.0, 0.0, 0.0], [-0.4, 0.0, 0.1], [0.1, 0.0, 0.0], [-0.1, 0.1, 0.2], [-0.1, 0.0, -0.1], [0.0, 0.0, 0.0], [0.0, 0.0, 0.0], [0.1, 0.0, 0.0], [0.1, 0.0, 0.0], [0.0, -0.2, -0.1], [0.0, -0.1, -0.1], [0.0, 0.0, 0.0], [0.0, -0.1, 0.0], [0.0, 0.0, 0.0], [0.0, 0.0, 0.0], [0.0, 0.0, 0.0], [-0.1, 0.0, 0.1], [0.0, 0.0, 0.0], [0.0, 0.1, 0.0], [0.0, 0.0, 0.0], [0.0, 0.0, 0.0], [-0.1, 0.0, 0.0], [0.1, 0.1, -0.1], [0.0, 0.0, 0.0], [0.0, 0.0, 0.0], [0.0, 0.0, 0.0], [0.0, 0.0, 0.0], [0.0, 0.0, 0.0], [0.0, 0.0, 0.0], [0.0, 0.0, 0.0], [0.0, 0.0, 0.0], [0.0, 0.0, 0.0], [0.0, -0.1, 0.2], [0.0, 0.0, 0.0], [0.0, 0.0, 0.0]],
  "total_charge": 2,
  "e_tot_ev": -169701.720,
  "e_above_lowest_kj_mol": 15.1,
  "gap_ha": 0.251
}

> Number 2 is which compound?

C28H28ClF8NO4S